Density functional theory data (the ωB97M-V functional and the def2-TZVPD basis) for a cluster of 6 separate species, C31H62BFN4O28PS7 in total at a distorted geometry.

Each line ends with the Mulliken charge.
Geometry (Å):
C: -4.05 1.14 6.58  -1.456
C: -3.88 0.78 5.10  0.630
S: -3.27 -0.91 5.08  -0.130
C: -2.73 -1.41 3.44  -0.683
N: -1.22 -1.41 3.14  0.697
P: -0.51 -2.49 4.46  0.455
O: -0.96 -3.85 4.21  -0.707
C: -1.05 -1.93 1.70  0.725
C: -1.82 -3.18 1.25  -1.593
C: -1.29 -4.61 1.44  -1.489
C: -0.74 -5.22 0.14  -0.460
C: 0.19 -6.42 0.39  -1.081
C: 1.50 -6.40 -0.40  -0.634
O: 1.43 -7.33 -1.49  -0.359
C: 1.91 -6.87 -2.68  0.626
C: 1.04 -5.86 -3.37  -0.779
O: 2.94 -7.28 -3.13  -0.590
C: 0.36 -1.87 1.07  -0.878
N: 1.22 -3.03 1.20  -0.371
C: 1.63 -3.54 2.22  0.657
O: 1.98 -4.07 3.18  -0.480
C: 1.02 -0.47 1.22  1.240
C: 0.48 0.39 0.05  -3.077
C: 0.91 1.86 -0.08  -0.309
O: 1.92 1.88 -1.10  -0.624
C: -0.23 2.80 -0.49  -1.298
N: -0.49 3.76 0.60  -0.064
S: 2.82 -0.60 1.00  1.634
O: 3.09 -0.97 -0.34  -0.657
O: 3.47 -1.29 2.06  -0.571
F: 3.24 0.88 1.19  -0.261
C: 0.80 0.06 2.63  -3.451
C: -0.61 -0.02 3.28  0.584
N: -0.30 0.13 4.70  -0.426
B: -1.46 1.25 2.72  -0.971
O: -1.08 2.37 3.37  -0.315
C: -2.48 1.38 1.51  1.153
C: -3.97 1.60 1.83  -1.826
H: -4.52 0.32 7.12  0.443
H: -4.61 2.06 6.68  0.406
H: -3.06 1.26 7.03  0.346
H: -4.85 0.84 4.61  0.473
H: -3.24 1.52 4.63  -0.247
H: -3.24 -0.97 2.59  0.696
H: -3.01 -2.46 3.44  0.624
H: 0.85 -2.21 4.34  0.052
H: -0.92 -2.04 5.71  0.231
H: -1.56 -1.14 1.15  -0.392
H: -2.86 -3.13 1.53  0.839
H: -1.88 -3.04 0.16  0.608
H: -0.54 -4.74 2.21  0.569
H: -2.12 -5.24 1.74  0.643
H: -0.23 -4.45 -0.45  0.001
H: -1.57 -5.58 -0.46  0.652
H: 0.43 -6.51 1.45  0.469
H: -0.32 -7.33 0.11  0.561
H: 2.31 -6.74 0.24  0.285
H: 1.76 -5.40 -0.75  0.541
H: 0.91 -5.00 -2.73  0.144
H: 1.50 -5.55 -4.30  0.339
H: 0.06 -6.30 -3.53  0.295
H: 0.10 -1.89 0.01  0.808
H: 0.86 -0.10 -0.84  0.985
H: -0.60 0.31 0.01  1.271
H: 1.37 2.25 0.83  0.783
H: 2.64 2.46 -0.84  0.427
H: 0.13 3.36 -1.36  0.498
H: -1.16 2.30 -0.74  0.585
H: 0.32 4.33 0.78  0.142
H: -1.29 4.34 0.39  -0.098
H: 1.07 1.12 2.67  0.608
H: 1.51 -0.43 3.30  1.513
H: -1.06 0.55 5.21  0.130
H: 0.49 0.75 4.82  0.420
H: -1.69 3.10 3.21  0.288
H: -2.17 2.29 1.00  -0.307
H: -2.43 0.60 0.75  0.374
H: -4.46 0.75 2.28  0.399
H: -4.10 2.48 2.46  0.299
H: -4.49 1.84 0.91  0.480
C: 5.29 -3.59 4.06  -0.126
C: 5.25 -4.05 2.62  0.046
O: 6.51 -4.71 2.44  -0.365
S: 6.96 -5.42 3.80  1.079
O: 6.59 -6.79 3.77  -0.536
O: 8.28 -5.02 4.10  -0.524
O: 5.93 -4.66 4.76  -0.373
H: 5.89 -2.68 4.17  0.340
H: 4.30 -3.42 4.47  0.174
H: 5.16 -3.23 1.92  0.156
H: 4.46 -4.78 2.45  0.119
C: -2.14 6.60 -3.50  -0.268
C: -1.63 5.18 -3.47  -0.373
O: -2.02 4.71 -2.15  -0.224
S: -3.40 5.39 -1.73  0.983
O: -4.47 4.49 -1.99  -0.599
O: -3.22 5.93 -0.43  -0.546
O: -3.42 6.54 -2.81  -0.339
H: -1.49 7.28 -2.95  0.292
H: -2.28 6.96 -4.51  0.241
H: -0.55 5.11 -3.57  0.381
H: -2.11 4.55 -4.22  0.345
C: 2.96 -8.18 -6.14  -0.036
C: 3.92 -7.83 -7.26  -0.383
O: 3.26 -8.30 -8.45  -0.313
S: 1.68 -8.13 -8.29  1.081
O: 1.26 -6.92 -8.91  -0.541
O: 1.07 -9.37 -8.61  -0.535
O: 1.66 -7.91 -6.71  -0.260
H: 3.01 -9.23 -5.88  0.233
H: 3.09 -7.57 -5.25  0.147
H: 4.88 -8.33 -7.16  0.315
H: 4.07 -6.75 -7.35  0.310
C: 0.10 9.60 -7.48  -0.307
C: -1.37 9.56 -7.82  -0.310
O: -1.58 8.20 -8.26  -0.318
S: -0.63 7.22 -7.45  1.041
O: -1.34 6.64 -6.36  -0.468
O: 0.06 6.39 -8.37  -0.546
O: 0.35 8.33 -6.86  -0.308
H: 0.73 9.68 -8.37  0.284
H: 0.35 10.40 -6.79  0.306
H: -1.64 10.24 -8.62  0.316
H: -1.99 9.75 -6.95  0.268
C: -2.38 7.60 2.23  0.206
C: -2.21 6.89 3.56  -0.406
O: -0.86 6.39 3.51  -0.268
S: 0.06 7.41 2.69  1.062
O: 0.74 8.25 3.60  -0.540
O: 0.76 6.67 1.70  -0.531
O: -1.11 8.24 2.01  -0.310
H: -2.57 6.90 1.42  -0.062
H: -3.17 8.35 2.26  0.333
H: -2.90 6.06 3.69  0.325
H: -2.29 7.57 4.40  0.288

Properties
total energy = -184961.8672 eV
net charge = +1
frontier orbital gap = 0.350 Eh
spin multiplicity = 1